No. 1
An isolated molecule of C2H5N3O, computed with the ωB97M-V functional and the def2-TZVPD basis.

XYZ file:
```
11
C2H5N3O, DFT the ωB97M-V functional and the def2-TZVPD basis
N -0.26989 2.08336 0.58208
C 0.41164 1.12876 -0.14123
O 1.29808 1.37779 -0.91900
N -0.09657 -0.16887 0.09038
C 0.51480 -1.19482 -0.53539
N -0.16898 -2.33968 -0.47109
H 0.19707 2.97729 0.56852
H -0.63333 1.81078 1.48309
H -1.03205 -0.23584 0.50058
H 0.07119 -2.87869 -1.28132
H -1.12064 -2.44168 -0.10451
```

=====

No. 2
12
Properties=species:S:1:pos:R:3 method="wB97M-V/def2-TZVPD" smiles="N=C=N.N=C=O.O"
N 1.25032 0.88885 0.17921
C -0.79696 -1.12758 -0.62370
C 1.35027 -0.32533 -0.11885
N -1.55771 -0.18839 -0.33710
O -0.75548 1.84261 1.02635
N 2.09234 -1.25720 -0.43409
O -0.53374 -2.25707 -0.79497
H -0.54904 2.63902 0.51488
H 1.45000 1.21295 1.11302
H -2.55590 -0.28502 -0.25059
H -1.06113 1.01524 0.33656
H 1.66704 -2.15808 -0.61072

=====

Calculated total energy, record by record: -8672.1239; -10717.1586 eV
Energy above the lowest of the compared OMol25 structures with the same formula, charge and spin, record by record: 1.519; 4.652 eV
Kohn-Sham gap, record by record: 9.355; 7.917 eV